1.
# C3H4N4

An isolated molecule of C3H4N4 (the ωB97M-V functional and the def2-TZVPD basis, OMol25).

Values from the calculation:
Orbital gap, eV: 9.47
Structure (SMILES): Nc1cncnn1
Relative energy (zero: lowest compared OMol25 entry of this formula, charge and spin), kJ/mol: 160.38

Positions of all 11 atoms, in Å:
N -0.572167 1.324228 1.370011
C -0.308077 0.478896 0.331373
C 0.246747 -0.795490 0.599598
N 0.680959 -1.540516 -0.381528
C 0.455938 -1.035329 -1.612082
N -0.215330 0.062629 -1.900337
N -0.600594 0.858976 -0.905563
H -0.041136 1.139150 2.202081
H -0.752204 2.290405 1.134608
H 0.300185 -1.183854 1.621723
H 0.818510 -1.610939 -2.454172

Cartesian forces, eV/Å:
-0.2 0.1 0.0
0.0 -0.1 -0.1
0.0 0.0 -0.1
-0.2 0.2 -0.1
-0.1 -0.1 -0.1
0.2 -0.1 0.1
0.3 -0.2 0.3
-0.1 0.3 0.1
0.1 -0.2 0.1
0.1 0.2 -0.3
0.0 0.0 0.0



2.
# H7PSi2

A cluster of 2 separate species, H7PSi2 in total at a distorted geometry (the ωB97M-V functional and the def2-TZVPD basis, OMol25).

Values from the calculation:
Orbital gap (alpha / beta), eV: 8.27 / 6.10
Relative energy (zero: lowest compared OMol25 entry of this formula, charge and spin), kJ/mol: 323.37

Positions of all 10 atoms, in Å:
Si -2.114710 -0.704566 -0.174157
Si 2.840734 0.419195 -0.227799
P -1.448000 1.344582 -0.399658
H -3.342532 -0.625799 0.485661
H -1.225078 -1.321875 0.853959
H -1.574698 -1.636096 -1.125713
H 1.608068 1.087292 -0.211139
H 2.884798 -0.807704 -1.139091
H 3.443721 0.697275 1.096717
H -1.072302 1.547693 0.841224

Cartesian forces, eV/Å:
2.6 -0.7 1.5
1.2 -0.3 -0.7
-0.3 1.0 -3.4
-2.0 -0.4 0.2
-0.1 0.3 0.4
-0.8 -0.3 -1.4
-1.5 0.5 -0.2
0.1 0.5 1.0
0.2 -0.7 -0.1
0.6 0.1 2.7



3.
# C19H29N3O2S

An isolated molecule of C19H29N3O2S (the ωB97M-V functional and the def2-TZVPD basis, OMol25).

Values from the calculation:
Orbital gap, eV: 8.43
Structure (SMILES): COc1ccc(NC(=S)N2CCC(N(C)C[C@@H]3CCCO3)CC2)cc1
Relative energy (zero: lowest compared OMol25 entry of this formula, charge and spin), kJ/mol: 138.01

Positions of all 54 atoms, in Å:
C -7.490816 -2.302845 0.411980
H -6.873693 -3.203839 0.332061
O -6.763623 -1.222537 0.942746
C -5.678886 -0.767963 0.253612
C -5.211646 -1.296123 -0.944618
C -4.095261 -0.751674 -1.553043
C -3.419400 0.323928 -0.986198
C -3.901850 0.863851 0.206497
C -5.010838 0.320914 0.815622
H -5.391738 0.735425 1.735205
H -3.417001 1.721839 0.643626
N -2.315757 0.847527 -1.666744
C -1.406139 1.782458 -1.254421
N -1.024024 1.805173 0.043446
C -0.174072 2.878990 0.513653
C 1.302026 2.498385 0.427740
H 1.910701 3.314461 0.819271
H 1.561896 2.349218 -0.620883
C 1.546004 1.210490 1.233013
N 2.915194 0.729171 1.250158
C 3.787933 1.452630 2.145430
H 3.333893 1.501006 3.134199
H 4.008087 2.478074 1.808334
H 4.731487 0.914769 2.229406
C 3.533575 0.477000 -0.037322
H 4.290820 1.240021 -0.269867
C 4.196837 -0.902643 -0.069518
H 4.647833 -1.116830 0.912892
C 5.256260 -1.064878 -1.175758
H 6.249098 -0.797231 -0.820866
H 5.002984 -0.421874 -2.018678
C 5.144725 -2.545613 -1.568227
H 4.964274 -2.655424 -2.635975
H 6.041415 -3.106757 -1.312113
C 3.932952 -3.039659 -0.752688
H 4.274157 -3.596590 0.133457
O 3.224095 -1.891507 -0.354107
H 3.251176 -3.669714 -1.324966
H 2.787376 0.488132 -0.831098
C 0.597835 0.114576 0.735776
H 0.831502 -0.147659 -0.295945
C -0.856056 0.587361 0.815375
H -1.519959 -0.190675 0.442135
H -1.125004 0.804205 1.854696
H 0.734085 -0.781114 1.340444
H 1.289513 1.416844 2.280910
H -0.373445 3.766777 -0.088629
H -0.448863 3.082831 1.554446
S -0.816317 2.828614 -2.397945
H -2.368307 0.779527 -2.675424
H -3.744548 -1.166082 -2.487064
H -5.706909 -2.128426 -1.418718
H -8.302464 -2.485040 1.114573
H -7.911108 -2.061523 -0.569901

Cartesian forces, eV/Å:
-0.1 -0.2 -0.1
0.0 0.0 0.0
0.2 0.2 0.1
0.1 0.1 0.0
-0.3 -0.1 0.2
0.3 0.3 0.1
-0.5 -0.3 0.3
0.0 0.0 -0.1
-0.2 -0.2 -0.1
0.0 0.1 0.1
0.0 0.1 0.1
0.3 -0.3 -0.2
0.0 0.2 -0.2
-0.3 0.0 -0.2
0.3 0.5 -0.1
-0.1 -0.2 0.3
0.0 0.1 0.0
0.0 0.0 0.0
-0.1 0.0 -0.3
0.0 0.0 0.1
-0.1 0.0 -0.1
0.0 0.0 0.1
0.0 0.0 0.0
0.1 0.0 0.1
0.2 -0.5 0.2
-0.1 0.0 -0.1
0.3 0.4 -0.2
0.0 0.1 0.0
-0.3 0.0 0.2
0.0 0.1 0.0
0.0 0.1 0.0
-0.1 -0.1 0.0
0.0 0.0 0.0
0.0 0.0 0.0
0.2 -0.4 0.0
-0.1 0.0 -0.1
-0.2 0.3 0.0
0.1 0.0 0.1
0.0 0.0 -0.1
-0.1 0.3 0.3
0.0 -0.1 -0.1
0.1 -0.5 0.0
0.0 0.1 0.1
-0.1 -0.1 0.0
0.0 -0.1 0.0
0.0 0.0 0.0
0.0 -0.1 0.2
0.0 0.0 0.0
0.2 0.3 -0.5
0.1 0.2 0.2
0.1 -0.1 -0.1
-0.1 -0.1 0.0
0.0 0.0 -0.1
0.0 0.0 0.0



Question: relative energy (zero: lowest compared OMol25 entry of this formula, charge and spin) of number 2 (H7PSi2)?
Answer: 323.37 kJ/mol